30
Properties=species:S:1:pos:R:3 method="wB97M-V/def2-TZVPD" homo_ev="-6.5 / -6.1" total_energy_ha=-521.9227 orbital_gap_ev="4.5517 / 3.7711" relative_energy_kcal_mol=186.7 lumo_ha="-0.0699 / -0.0870" largest_force_ev_per_a=5.974
C 0.6330 -2.4829 -1.7175
C 0.3608 -1.3181 -1.8508
C -0.0602 -1.0839 2.8282
C 1.0692 -0.2642 2.7159
C -0.6197 -0.9792 1.5111
C 1.2036 0.1950 1.4610
C -1.8113 -1.7533 1.0683
C 2.2029 1.2664 1.0474
C -1.7041 1.6365 -0.8910
C 1.0994 1.0265 -1.7682
C -1.3518 0.5882 -1.9817
C -0.0297 -0.0017 -1.9054
N 0.1501 -0.2798 0.7016
H 1.1554 -3.4339 -1.9120
H -0.2362 -1.7646 3.6753
H 1.7870 0.0918 3.4989
H -1.9945 -1.5147 -0.0538
H -1.7892 -2.8111 1.1831
H -2.5840 -1.5282 1.7391
H 1.8586 2.2242 0.7094
H 2.7502 1.5497 1.9141
H 2.7172 0.7711 0.2357
H -2.7423 1.7583 -1.0166
H -1.0791 2.5807 -0.9015
H -1.5580 0.9958 -0.0960
H 0.8279 1.9361 -1.5210
H 1.7203 0.6336 -0.9646
H 1.7494 1.1661 -2.6982
H -1.5706 1.0056 -3.0488
H -2.1543 -0.2101 -1.9621